Record 1
Entry from the Open Molecules 2025 dataset: the ion C6H12NO with charge -1 (ωB97M-V with the def2-TZVPD basis set).

Last column: Mulliken charge in e.
Atoms and positions in Å:
1 C -0.972 -2.451 -2.243  -0.821
2 C -0.864 -1.342 -1.500  -0.135
3 C 0.337 -0.644 -0.998  -0.387
4 C 0.033 0.037 0.384  0.065
5 C 1.063 -0.337 1.441  -1.419
6 N -0.098 1.512 0.138  -0.544
7 C -0.443 2.360 1.415  -0.688
8 O 0.535 2.666 2.269  -0.874
9 H 0.013 -2.892 -2.468  0.214
10 H -1.803 -2.958 -2.602  0.320
11 H -1.761 -0.628 -1.403  0.177
12 H 1.368 -1.222 -1.099  0.267
13 H 0.669 0.206 -1.676  0.259
14 H -0.969 -0.375 0.605  0.380
15 H 0.649 0.021 2.380  0.372
16 H 1.940 0.293 1.222  0.320
17 H 1.363 -1.394 1.455  0.427
18 H 0.862 1.897 -0.053  0.319
19 H -0.581 3.321 0.972  0.454
20 H -1.340 1.928 1.762  0.293

Force components x, y, z for each atom (eV/Å):
C 3.186 0.966 1.234
C -2.069 1.327 -1.545
C 3.187 0.624 -0.809
C 0.211 0.138 -1.321
C 0.016 0.733 -0.180
N 0.750 -0.445 1.039
C 2.590 1.252 -1.150
O 0.459 -1.567 0.836
H -0.538 -0.343 0.090
H -1.638 -0.335 -0.540
H 0.966 -1.451 0.249
H -2.181 0.288 0.821
H -1.116 -0.699 0.427
H 0.335 0.512 0.554
H 0.405 -0.158 0.341
H -0.075 -0.335 0.307
H -0.306 0.119 0.031
H -0.930 -0.726 0.081
H -1.675 0.979 -1.301
H -1.579 -0.879 0.836

HOMO level: -2.29 eV
E_LUMO: 0.1311 hartree
2S+1: 1
gap between HOMO and LUMO: 5.8574 eV
relative energy (zero: lowest compared OMol25 entry of this formula, charge and spin): 1.372 eV
total charge: -1
calculated total energy: -365.72829 Ha

Record 2
Entry from the Open Molecules 2025 dataset: a cluster of 2 separate species, C3H10NO2 in total (ωB97M-V with the def2-TZVPD basis set).

Last column: Mulliken charge in e.
Atoms and positions in Å:
1 C 0.257 0.981 0.980  -0.204
2 N -0.678 0.567 -0.052  -0.456
3 C -0.463 0.886 -1.476  -0.360
4 O -0.056 -0.187 -2.202  -0.886
5 C 0.580 -0.188 1.943  -0.945
6 H -0.222 1.802 1.534  0.196
7 H 1.154 1.413 0.517  0.272
8 H -0.930 -0.405 -0.002  0.246
9 H -1.430 1.291 -1.831  0.163
10 H 0.285 1.703 -1.545  0.306
11 H 0.127 -0.005 2.918  0.248
12 H 0.200 -1.085 1.460  0.321
13 H 1.655 -0.356 2.038  0.250
14 H 0.499 -2.527 -1.243  0.267
15 H -0.519 -1.485 -1.803  0.380
16 O -0.460 -2.407 -1.238  -0.798

Force components x, y, z for each atom (eV/Å):
C -0.462 -0.102 -0.338
N -0.342 0.563 0.225
C 0.192 -0.609 -0.193
O -0.133 0.328 -0.498
C 0.155 0.467 -0.655
H 0.334 0.019 0.242
H 0.112 -0.176 0.028
H 0.208 -0.292 0.031
H -0.023 0.157 -0.180
H -0.089 0.222 0.284
H 0.075 -0.341 0.027
H -0.186 -0.200 0.364
H 0.011 0.193 0.237
H -0.308 0.073 0.053
H 0.618 -0.281 0.826
O -0.161 -0.021 -0.454

HOMO level: -3.23 eV
E_LUMO: 0.1551 hartree
2S+1: 1
gap between HOMO and LUMO: 7.4522 eV
relative energy (zero: lowest compared OMol25 entry of this formula, charge and spin): 0.704 eV
total charge: -1
calculated total energy: -325.52881 Ha

Record 3
Entry from the Open Molecules 2025 dataset: a structure of composition C30H52BrCdN3P2S (ωB97M-V with the def2-TZVPD basis set).

Last column: Mulliken charge in e.
Atoms and positions in Å:
1 N -1.086 -5.590 3.955  -0.520
2 C -1.306 -5.877 2.671  -0.622
3 C -0.296 -5.828 1.710  -0.283
4 C 0.962 -5.341 2.095  0.757
5 C 1.208 -5.097 3.469  -0.305
6 C 0.134 -5.232 4.361  -0.579
7 C 1.879 -4.940 1.058  -0.434
8 Cd 1.209 0.522 -0.482  2.477
9 P 0.574 3.270 -1.894  0.557
10 C 2.944 -4.123 1.321  -0.647
11 C 3.359 -3.049 0.453  0.589
12 C 3.983 -1.908 1.054  -0.993
13 C 3.803 -0.664 0.458  -0.362
14 C 3.018 -0.651 -0.670  -0.708
15 C 2.688 -1.731 -1.451  -0.373
16 C 2.840 -2.989 -0.869  -0.484
17 Br 3.087 1.581 -1.870  0.007
18 H 1.646 -5.269 0.044  0.419
19 H 3.436 -4.167 2.302  0.546
20 H -0.520 -6.056 0.669  0.488
21 H 2.162 -4.694 3.805  0.310
22 H -2.328 -6.129 2.392  0.441
23 H 0.281 -4.989 5.413  0.386
24 H 4.487 -1.979 2.040  0.385
25 H 2.454 -3.876 -1.365  0.495
26 H 4.201 0.235 0.929  0.856
27 H 2.213 -1.600 -2.419  0.596
28 P 0.211 0.726 1.853  0.431
29 C 0.759 3.052 -3.761  -0.684
30 C 1.542 4.072 -4.551  -1.476
31 H -0.256 2.966 -4.163  0.524
32 H 1.244 2.073 -3.880  0.467
33 H 1.730 3.646 -5.543  0.458
34 H 0.979 5.001 -4.692  0.305
35 H 2.526 4.257 -4.103  0.329
36 C 1.642 4.597 -1.090  -0.619
37 C 2.324 5.681 -1.895  -1.108
38 H 2.397 4.028 -0.544  0.473
39 H 1.003 5.051 -0.314  0.427
40 H 3.220 6.011 -1.348  0.394
41 H 2.673 5.318 -2.871  0.038
42 H 1.674 6.563 -2.044  0.338
43 C -1.080 4.057 -1.816  -0.578
44 C -1.121 5.323 -2.648  -1.247
45 H -1.330 4.280 -0.771  0.405
46 H -1.836 3.339 -2.156  -0.048
47 H -2.024 5.883 -2.380  0.438
48 H -0.263 5.962 -2.432  0.142
49 H -1.163 5.085 -3.715  0.284
50 C -1.542 1.279 1.900  -0.340
51 C -1.753 2.754 1.572  -1.127
52 H -1.952 1.048 2.902  0.638
53 H -2.114 0.659 1.184  -0.015
54 H -2.771 3.043 1.863  0.471
55 H -1.053 3.397 2.120  0.365
56 H -1.643 2.964 0.499  -0.202
57 C 1.158 1.917 2.874  -0.977
58 C 2.620 1.536 3.086  -0.904
59 H 0.641 1.986 3.839  0.504
60 H 1.093 2.903 2.395  0.343
61 H 3.141 2.337 3.624  0.436
62 H 2.718 0.620 3.682  0.292
63 H 3.154 1.376 2.142  -0.028
64 C 0.307 -0.847 2.804  -0.006
65 C -1.009 -1.591 2.981  -0.762
66 H 0.750 -0.608 3.787  0.547
67 H 1.034 -1.500 2.289  -0.149
68 H -0.848 -2.451 3.642  0.381
69 H -1.783 -0.963 3.435  0.359
70 H -1.387 -1.964 2.023  -0.286
71 C -2.611 -3.550 -0.045  -1.385
72 N -3.125 -2.398 -0.772  0.252
73 C -4.554 -2.083 -0.649  -1.215
74 C -2.251 -1.436 -1.159  -0.217
75 S -0.584 -1.541 -0.779  0.111
76 N -2.773 -0.446 -1.953  0.179
77 C -3.620 -0.829 -3.091  -1.220
78 C -1.986 0.751 -2.193  -1.288
79 H -3.308 -4.384 -0.189  0.497
80 H -2.489 -3.352 1.033  0.352
81 H -1.629 -3.826 -0.452  0.478
82 H -4.714 -1.002 -0.557  0.364
83 H -5.126 -2.477 -1.502  0.334
84 H -4.968 -2.547 0.249  0.445
85 H -4.580 -0.297 -3.010  0.339
86 H -3.137 -0.532 -4.034  0.362
87 H -3.791 -1.914 -3.102  0.473
88 H -1.592 1.116 -1.245  -0.069
89 H -1.147 0.553 -2.872  0.435
90 H -2.660 1.497 -2.633  0.539

Force components x, y, z for each atom (eV/Å):
N -0.314 0.111 0.100
C 0.585 -0.017 0.243
C -0.103 0.422 0.273
C -0.227 -0.765 1.062
C -0.889 0.185 -0.381
C 0.672 -0.056 -0.860
C 1.418 0.406 -0.037
Cd -2.993 1.335 0.576
P -1.304 -0.255 0.531
C 0.273 -1.051 0.202
C -0.225 -0.011 -0.227
C -0.478 -0.127 -0.234
C 0.892 -0.002 0.886
C 1.650 0.996 -1.108
C -0.148 -0.946 -0.822
C 0.190 1.250 0.365
Br 1.918 -2.348 0.483
H -0.369 0.691 0.116
H -0.684 0.441 -0.200
H 0.119 0.037 0.189
H -0.296 -0.250 0.030
H 0.166 -0.105 0.116
H -0.202 -0.204 -0.159
H -0.455 -0.014 -0.796
H 0.090 0.292 0.086
H -0.069 -0.315 -0.373
H 0.179 -0.117 0.037
P 0.155 0.292 0.097
C 0.247 -0.409 0.780
C 0.318 -0.025 -0.659
H 0.043 -0.049 0.218
H -0.245 0.206 -0.019
H -0.050 0.191 0.042
H 0.386 -0.065 0.190
H -0.421 -0.086 -0.478
C -0.274 -0.671 0.113
C 0.536 0.647 -0.336
H 0.039 0.010 0.008
H 0.012 -0.267 -0.244
H -0.326 0.084 -0.145
H -0.153 0.518 0.709
H 0.390 -0.455 -0.058
C 0.027 0.040 0.030
C -0.645 0.339 0.069
H 0.248 0.028 -0.253
H 0.195 0.185 0.019
H 0.119 0.073 -0.282
H -0.165 -0.031 -0.182
H 0.084 0.221 0.156
C -0.299 -0.351 0.080
C -0.046 0.284 -0.025
H 0.308 0.147 -0.414
H 0.298 0.086 0.334
H 0.282 -0.022 -0.104
H -0.244 -0.073 -0.105
H 0.033 -0.231 0.404
C -0.264 0.195 0.058
C 0.198 -0.085 0.152
H 0.073 0.092 -0.060
H -0.020 -0.209 0.077
H -0.132 -0.211 -0.116
H 0.000 0.173 -0.130
H -0.210 0.173 0.151
C 0.448 -0.219 0.046
C -0.254 -0.210 0.102
H -0.205 -0.002 -0.318
H -0.210 0.207 0.172
H -0.086 0.135 -0.156
H 0.182 -0.205 -0.023
H 0.134 0.146 0.204
C -0.005 -0.610 -0.028
N 0.955 1.009 0.349
C -0.509 -0.196 -0.124
C -0.965 0.089 -0.752
S 0.140 0.023 0.092
N 0.789 -0.665 0.283
C -0.582 0.102 -0.034
C -0.212 -0.080 0.016
H 0.169 0.203 0.104
H -0.173 -0.032 -0.370
H -0.441 0.006 0.146
H 0.166 -0.315 -0.192
H 0.151 0.220 0.267
H 0.298 -0.073 -0.022
H 0.186 -0.299 -0.204
H -0.038 -0.126 0.348
H 0.091 0.489 -0.063
H -0.080 0.152 -0.129
H -0.097 0.096 -0.015
H 0.253 -0.173 0.128

HOMO level (alpha / beta): -13.09 / -13.09 eV
E_LUMO (alpha / beta): -0.2893 / -0.2893 hartree
2S+1: 1
gap between HOMO and LUMO (alpha / beta): 5.2128 / 5.2119 eV
relative energy (zero: lowest compared OMol25 entry of this formula, charge and spin): 3.168 eV
total charge: +2
calculated total energy: -5160.59892 Ha